1.
{"formula": "H2N2O2S", "method": "ωB97M-V/def2-TZVPD", "homo_ev": -8.77, "lumo_ha": -0.0171, "charge": 0, "orbital_gap_ev": 8.305, "spin_multiplicity": 1, "elements": ["N", "N", "O", "O", "S", "H", "H"], "xyz": [[-1.522, 0.000, 0.199], [-0.309, 0.396, 0.170], [-3.832, -0.734, 0.020], [0.543, -0.687, -0.032], [-2.957, 0.388, -0.049], [0.150, 1.407, -0.570], [0.617, -1.296, 0.755]]}

---

2.
{"formula": "H2N2O2S", "method": "ωB97M-V/def2-TZVPD", "homo_ev": -10.40, "lumo_ha": -0.0250, "charge": 0, "orbital_gap_ev": 9.717, "spin_multiplicity": 1, "elements": ["N", "N", "O", "O", "S", "H", "H"], "xyz": [[-1.235, 0.570, 0.668], [-0.859, -0.067, -0.306], [1.872, -0.667, 0.585], [1.827, 0.655, -1.557], [1.527, 0.568, -0.131], [-2.019, 0.059, 1.048], [-1.113, -1.118, -0.306]]}

---

3.
{"formula": "H2N2O2S", "method": "ωB97M-V/def2-TZVPD", "homo_ev": -9.83, "lumo_ha": -0.0008, "smiles": "O=[N+]([O-])NS", "charge": 0, "orbital_gap_ev": 9.808, "spin_multiplicity": 1, "elements": ["N", "N", "O", "O", "S", "H", "H"], "xyz": [[-0.590, 0.321, 0.295], [-1.852, -0.267, 0.055], [-2.761, 0.497, 0.266], [-1.907, -1.389, -0.319], [0.726, -0.952, 0.366], [-0.554, 1.147, 1.001], [1.574, -0.017, -0.017]]}

---

Need the numbers? Relative energies in hartree: 1 0.1002; 2 0.0000; 3 0.0625.

---

1.
{"formula": "C5H11N3O", "method": "ωB97M-V/def2-TZVPD", "homo_ev": -8.32, "lumo_ha": 0.0281, "smiles": "NN[C@@]1(N)C=C(O)CC1", "charge": 0, "orbital_gap_ev": 9.083, "spin_multiplicity": 1, "elements": ["C", "C", "C", "N", "C", "N", "N", "C", "O", "H", "H", "H", "H", "H", "H", "H", "H", "H", "H", "H"], "xyz": [[-1.545, -0.097, 1.050], [-2.071, 0.114, -0.335], [-0.810, 0.142, -1.188], [1.424, 1.113, -0.222], [0.523, -0.023, -0.105], [2.818, 0.891, -0.346], [1.243, -1.251, -0.363], [-0.211, -0.066, 1.183], [-2.455, -0.305, 2.030], [-2.002, -0.468, 2.868], [1.269, 1.767, 0.536], [3.021, 0.675, -1.318], [3.111, 0.092, 0.218], [1.547, -1.288, -1.330], [0.625, -2.036, -0.206], [0.323, -0.046, 2.123], [-2.644, 1.041, -0.395], [-2.746, -0.709, -0.597], [-0.785, -0.648, -1.938], [-0.635, 1.102, -1.665]]}

---

2.
{"formula": "C5H11N3O", "method": "ωB97M-V/def2-TZVPD", "homo_ev": -8.75, "lumo_ha": 0.0306, "charge": 0, "orbital_gap_ev": 9.582, "spin_multiplicity": 1, "elements": ["C", "C", "C", "C", "C", "H", "H", "H", "H", "H", "H", "H", "H", "H", "H", "H", "N", "N", "N", "O"], "xyz": [[0.793, 0.736, -0.396], [0.794, -0.902, -0.465], [-0.510, -1.070, 0.123], [-0.572, 0.827, 0.386], [-1.517, -0.018, -0.420], [2.697, 1.473, -0.361], [1.583, 2.135, 0.878], [0.540, 1.027, -1.425], [0.799, -1.307, -1.532], [2.118, -1.006, 1.092], [2.677, -1.672, -0.256], [-1.050, -2.051, 0.442], [-0.843, 1.655, 0.993], [-1.413, 0.345, -1.542], [-2.953, 0.028, 1.042], [-3.522, 0.516, -0.491], [1.868, 1.291, 0.256], [1.782, -1.557, 0.306], [-2.856, -0.175, 0.037], [-0.416, -0.275, 1.334]]}

---

Need the numbers? Relative energies in hartree: 1 0.0000; 2 0.0427.

---

1.
{"formula": "C5H11N3O", "method": "ωB97M-V/def2-TZVPD", "homo_ev": -9.22, "lumo_ha": 0.0254, "charge": 0, "orbital_gap_ev": 9.913, "spin_multiplicity": 1, "elements": ["C", "C", "C", "C", "N", "N", "O", "C", "N", "H", "H", "H", "H", "H", "H", "H", "H", "H", "H", "H"], "xyz": [[0.088, -0.728, 0.447], [-0.097, 0.570, -0.365], [0.380, 0.584, -1.796], [0.124, 1.871, 0.361], [1.099, -1.634, -0.094], [0.444, -0.514, 1.835], [-1.787, 0.324, -0.481], [-1.347, -1.312, 0.394], [-2.107, -2.125, 0.784], [-2.402, 0.736, 0.154], [0.857, -1.893, -1.049], [1.031, -2.510, 0.421], [1.454, -0.407, 1.886], [0.173, -1.336, 2.369], [-0.386, 1.881, 1.326], [1.476, 0.544, -1.812], [0.049, 1.485, -2.317], [0.004, -0.274, -2.355], [1.196, 2.025, 0.522], [-0.251, 2.713, -0.228]]}

---

2.
{"formula": "C5H11N3O", "method": "ωB97M-V/def2-TZVPD", "homo_ev": -8.50, "lumo_ha": 0.0233, "charge": 0, "orbital_gap_ev": 9.135, "spin_multiplicity": 1, "elements": ["C", "C", "N", "C", "N", "H", "H", "H", "H", "H", "H", "C", "C", "N", "O", "H", "H", "H", "H", "H"], "xyz": [[-1.025, 1.267, 0.791], [0.792, 1.587, -0.773], [0.048, 0.611, 0.036], [1.527, -0.239, 1.040], [2.104, 0.197, 1.971], [1.202, 2.348, -0.108], [-0.598, 2.091, 1.362], [-1.788, 1.655, 0.113], [-1.490, 0.569, 1.482], [1.597, 1.050, -1.266], [0.155, 2.093, -1.498], [-1.537, -1.422, -0.270], [-0.291, -0.725, -0.768], [1.466, -1.473, 0.241], [0.143, -0.860, -1.896], [1.475, -2.330, 0.782], [1.775, -1.622, -0.715], [-2.410, -0.864, -0.607], [-1.577, -2.409, -0.729], [-1.568, -1.524, 0.814]]}

---

3.
{"formula": "C5H11N3O", "method": "ωB97M-V/def2-TZVPD", "homo_ev": -7.42, "lumo_ha": 0.0302, "charge": 0, "orbital_gap_ev": 8.242, "spin_multiplicity": 1, "elements": ["C", "C", "C", "C", "N", "N", "N", "C", "O", "H", "H", "H", "H", "H", "H", "H", "H", "H", "H", "H"], "xyz": [[-0.238, 1.288, -1.718], [1.162, -0.406, -0.003], [0.144, -0.139, 1.020], [-1.013, -0.148, 0.284], [1.573, -1.732, -0.259], [0.434, 0.287, 2.312], [-2.315, -0.221, 0.715], [-0.535, -0.058, -1.089], [2.263, 0.413, -0.101], [2.169, 1.104, 0.568], [0.790, -2.348, -0.433], [2.227, -1.790, -1.032], [-0.129, 1.060, 2.644], [0.474, -0.429, 3.029], [-2.521, -0.798, 1.520], [-3.032, -0.252, 0.005], [-0.974, -0.764, -1.805], [0.161, 1.990, -0.982], [-1.138, 1.743, -2.151], [0.500, 1.202, -2.523]]}

---

Need the numbers? Relative energies in hartree: 1 0.0019; 2 0.0291; 3 0.0000.

---

1.
{"formula": "CH2IOP", "method": "ωB97M-V/def2-TZVPD", "homo_ev": -9.24, "lumo_ha": -0.0093, "charge": 0, "orbital_gap_ev": 8.988, "spin_multiplicity": 1, "elements": ["C", "O", "P", "I", "H", "H"], "xyz": [[-0.364, 0.077, -0.713], [0.225, -1.998, 0.928], [-0.295, -1.839, -0.452], [-2.324, -0.324, 0.106], [-0.219, 0.339, -1.793], [0.441, 0.545, -0.053]]}

---

2.
{"formula": "CH2IOP", "method": "ωB97M-V/def2-TZVPD", "homo_ev": -8.96, "lumo_ha": -0.0071, "smiles": "O=CPI", "charge": 0, "orbital_gap_ev": 8.768, "spin_multiplicity": 1, "elements": ["C", "O", "P", "I", "H", "H"], "xyz": [[-0.136, 1.000, -0.318], [-0.768, 1.980, -0.352], [-1.219, -0.851, -0.577], [-3.336, 0.156, 0.118], [0.887, 0.775, -0.173], [-0.706, -1.353, 0.810]]}

---

Need the numbers? Relative energies in hartree: 1 0.0000; 2 0.0077.

---

1.
{"formula": "C5H14N2O2", "method": "ωB97M-V/def2-TZVPD", "homo_ev": -8.54, "lumo_ha": 0.0374, "smiles": "COC(C)C.N/C=N\\O", "charge": 0, "orbital_gap_ev": 9.555, "spin_multiplicity": 1, "elements": ["C", "C", "C", "C", "O", "H", "H", "H", "H", "H", "H", "H", "H", "H", "H", "N", "C", "O", "N", "H", "H", "H", "H"], "xyz": [[1.898, -0.131, -0.741], [-0.029, 1.283, -1.314], [1.847, -1.118, 0.426], [1.611, -0.853, -2.053], [1.032, 0.967, -0.439], [2.910, 0.302, -0.794], [-0.487, 2.178, -0.888], [-0.782, 0.488, -1.354], [0.324, 1.514, -2.323], [2.601, -1.892, 0.288], [0.866, -1.582, 0.489], [2.052, -0.601, 1.361], [0.614, -1.287, -2.045], [2.333, -1.656, -2.170], [1.705, -0.187, -2.906], [-3.262, 0.746, 2.390], [-2.809, -0.104, 1.427], [-0.672, 0.529, 1.767], [-1.611, -0.235, 1.033], [0.074, 0.618, 1.143], [-2.536, 1.165, 2.953], [-4.133, 0.552, 2.851], [-3.544, -0.696, 0.901]]}

---

2.
{"formula": "C5H14N2O2", "method": "ωB97M-V/def2-TZVPD", "homo_ev": -8.90, "lumo_ha": 0.0234, "smiles": "CC(=O)O.CC(C)NN", "charge": 0, "orbital_gap_ev": 9.534, "spin_multiplicity": 1, "elements": ["C", "C", "O", "O", "H", "H", "H", "H", "H", "H", "C", "C", "C", "N", "N", "H", "H", "H", "H", "H", "H", "H", "H"], "xyz": [[1.068, 0.314, -1.514], [1.214, 1.815, -1.625], [0.425, -0.185, -2.618], [1.902, -0.394, -0.933], [0.617, -1.131, -2.689], [0.992, -1.371, 0.630], [-0.242, 0.226, -0.306], [1.399, 2.242, -0.641], [0.324, 2.242, -2.082], [2.071, 2.040, -2.262], [-1.651, 0.469, 1.468], [-1.507, -1.551, -0.051], [-0.756, -0.426, 0.639], [1.096, 0.056, 2.048], [0.359, -0.947, 1.341], [1.787, 0.468, 1.416], [1.601, -0.415, 2.792], [-1.068, 1.245, 1.957], [-2.430, 0.910, 0.854], [-1.950, -2.206, 0.699], [-2.289, -1.147, -0.688], [-0.837, -2.132, -0.685], [-2.126, -0.123, 2.250]]}

---

Need the numbers? Relative energies in hartree: 1 0.0249; 2 0.0000.

---

1.
{"formula": "C5H7I", "method": "ωB97M-V/def2-TZVPD", "homo_ev": -9.04, "lumo_ha": 0.0233, "smiles": "I[C@]12CC[C@H]1C2", "charge": 0, "orbital_gap_ev": 9.673, "spin_multiplicity": 1, "elements": ["C", "C", "C", "C", "C", "I", "H", "H", "H", "H", "H", "H", "H"], "xyz": [[-0.771, 0.527, 0.432], [0.396, 1.212, -0.321], [0.662, -1.379, -0.432], [0.254, -0.597, 0.776], [1.324, -0.013, -0.118], [3.409, 0.042, -0.001], [-1.327, 1.121, 1.159], [-1.578, 0.056, -0.189], [0.138, 1.542, -1.394], [0.719, 1.957, 0.505], [1.457, -2.154, -0.294], [-0.050, -1.646, -1.209], [0.424, -1.040, 1.846]]}

---

2.
{"formula": "C5H7I", "method": "ωB97M-V/def2-TZVPD", "homo_ev": [-7.95, -7.76], "lumo_ha": [0.0063, -0.0122], "charge": 0, "orbital_gap_ev": [8.123, 7.427], "spin_multiplicity": 1, "elements": ["C", "C", "C", "C", "C", "I", "H", "H", "H", "H", "H", "H", "H"], "xyz": [[2.273, 1.221, -0.998], [1.977, 0.649, 0.019], [-1.668, -1.079, -0.020], [1.370, 0.050, 1.041], [-1.175, 0.346, -0.053], [-0.900, 1.165, -1.901], [2.756, 1.424, -1.912], [-2.739, -1.069, 0.294], [-1.050, -1.518, 0.842], [-1.588, -1.662, -0.899], [0.807, 0.608, 1.793], [1.300, -1.134, 0.945], [-1.362, 1.000, 0.850]]}

---

Need the numbers? Relative energies in hartree: 1 0.0000; 2 0.1174.

---

1.
{"formula": "C5H8IN", "method": "ωB97M-V/def2-TZVPD", "homo_ev": -9.30, "lumo_ha": 0.0130, "charge": 0, "orbital_gap_ev": 9.654, "spin_multiplicity": 1, "elements": ["C", "C", "C", "C", "C", "N", "I", "H", "H", "H", "H", "H", "H", "H", "H"], "xyz": [[1.113, 1.046, -0.850], [-0.665, 1.193, 0.541], [1.102, -0.298, -0.078], [-0.303, -0.330, 0.525], [-1.049, -1.258, -0.473], [0.254, 1.841, -0.379], [2.669, -0.007, 1.361], [1.818, 1.296, -1.614], [-1.665, 1.613, 0.298], [-0.562, 1.415, 1.647], [1.471, -1.207, -0.606], [-0.402, -0.807, 1.503], [-0.786, -1.158, -1.510], [-2.214, -1.094, -0.233], [-0.782, -2.244, -0.131]]}

---

2.
{"formula": "C5H8IN", "method": "ωB97M-V/def2-TZVPD", "homo_ev": -9.22, "lumo_ha": -0.0090, "smiles": "C[C@H]1C[C@H]1/C=N/I", "charge": 0, "orbital_gap_ev": 8.975, "spin_multiplicity": 1, "elements": ["C", "C", "C", "C", "C", "N", "I", "H", "H", "H", "H", "H", "H", "H", "H"], "xyz": [[0.354, 0.881, -0.590], [-2.257, 0.404, 0.343], [0.839, -0.069, 0.497], [-0.419, 0.654, 0.674], [0.663, -1.475, -0.005], [-3.225, -0.244, -0.392], [-5.169, 0.090, 0.105], [0.881, 1.773, -0.821], [0.203, 0.405, -1.570], [-0.338, 1.425, 1.388], [-2.580, 0.897, 1.195], [1.760, 0.116, 1.129], [1.481, -1.775, -0.710], [-0.253, -1.493, -0.493], [0.744, -2.367, 0.815]]}

---

Need the numbers? Relative energies in hartree: 1 0.0000; 2 0.1496.

---

1.
{"formula": "C7H14O", "method": "ωB97M-V/def2-TZVPD", "homo_ev": -9.40, "lumo_ha": 0.0315, "smiles": "CC[C@]1(O)CC1(C)C", "charge": 0, "orbital_gap_ev": 10.258, "spin_multiplicity": 1, "elements": ["C", "C", "C", "C", "C", "C", "C", "O", "H", "H", "H", "H", "H", "H", "H", "H", "H", "H", "H", "H", "H", "H"], "xyz": [[-0.351, 0.787, 0.320], [-0.674, -0.633, 0.106], [-1.112, 0.057, 1.387], [1.219, 1.064, 0.702], [0.258, -1.805, 0.083], [-1.912, -0.818, -0.966], [2.126, 1.018, -0.513], [-0.953, 1.853, -0.377], [-0.653, 1.870, -1.301], [-0.601, -0.174, 2.315], [-2.164, 0.288, 1.517], [1.589, 0.396, 1.485], [1.223, 2.068, 1.139], [0.743, -1.883, -0.894], [-0.299, -2.731, 0.257], [1.031, -1.736, 0.853], [-1.509, -0.781, -1.982], [-2.698, -0.065, -0.862], [-2.368, -1.795, -0.787], [2.261, -0.006, -0.872], [3.119, 1.411, -0.271], [1.724, 1.616, -1.338]]}

---

2.
{"formula": "C7H14O", "method": "ωB97M-V/def2-TZVPD", "homo_ev": -9.42, "lumo_ha": 0.0353, "smiles": "C=C/C=C/CCC.O", "charge": 0, "orbital_gap_ev": 10.381, "spin_multiplicity": 1, "elements": ["C", "C", "C", "C", "C", "C", "C", "H", "H", "H", "H", "H", "H", "H", "H", "H", "H", "H", "H", "H", "H", "O"], "xyz": [[0.323, -3.068, 1.040], [0.827, -2.629, -0.402], [1.557, -1.308, -0.333], [0.633, -0.098, -0.154], [0.944, 1.177, -0.326], [0.024, 2.349, -0.386], [-0.847, 2.577, -1.364], [0.296, -2.275, 1.788], [1.045, -3.807, 1.378], [-0.727, -3.355, 0.882], [-0.082, -2.653, -0.981], [1.514, -3.395, -0.747], [2.037, -1.140, -1.319], [2.295, -1.268, 0.468], [-0.445, -0.302, -0.051], [1.950, 1.571, -0.566], [0.219, 3.091, 0.358], [-1.109, 1.951, -2.195], [-1.449, 3.490, -1.362], [-2.676, 2.236, 1.613], [-1.792, 1.155, 1.013], [-2.686, 1.296, 1.368]]}

---

Need the numbers? Relative energies in hartree: 1 0.0000; 2 0.0275.